# 1
{"formula": "C16H17F3N4O4S", "method": "ωB97M-V with the def2-TZVPD basis set", "smiles": "CC[C@@H](COC)Oc1c(C#N)c(C(F)(F)F)nn1-c1ccc(S(C)(=O)=O)cn1", "orbital_gap_ev": 9.159, "mol_weight_g_mol": 418.40, "species": ["C", "C", "C", "C", "O", "C", "O", "C", "C", "C", "N", "C", "C", "F", "F", "F", "N", "N", "C", "C", "C", "C", "S", "C", "O", "O", "C", "N", "H", "H", "H", "H", "H", "H", "H", "H", "H", "H", "H", "H", "H", "H", "H", "H", "H"], "xyz": [[-2.054, -0.810, -2.206], [-0.577, -0.811, -2.870], [0.547, -1.408, -1.972], [1.779, -1.746, -2.934], [1.790, -3.169, -3.305], [0.709, -3.678, -4.158], [1.016, -0.620, -0.882], [1.008, -1.095, 0.444], [1.862, -2.049, 1.033], [2.809, -2.883, 0.395], [3.714, -3.481, -0.077], [1.561, -1.971, 2.465], [2.324, -2.759, 3.518], [1.775, -2.730, 4.784], [2.504, -4.065, 3.216], [3.508, -2.107, 3.645], [0.707, -1.041, 2.694], [0.438, -0.457, 1.520], [-0.189, 0.800, 1.446], [-1.031, 1.171, 2.528], [-1.824, 2.307, 2.403], [-1.562, 3.244, 1.376], [-2.415, 4.865, 1.305], [-1.502, 5.775, 2.432], [-2.447, 5.352, -0.074], [-3.737, 4.730, 1.901], [-0.815, 2.798, 0.363], [-0.176, 1.585, 0.390], [-2.228, -1.832, -1.950], [-2.823, -0.385, -2.805], [-1.991, -0.335, -1.170], [-0.643, -1.429, -3.757], [-0.219, 0.193, -2.984], [0.242, -2.360, -1.618], [2.772, -1.490, -2.455], [1.726, -1.163, -3.811], [-0.036, -4.157, -3.565], [0.276, -2.925, -4.834], [1.095, -4.554, -4.755], [-0.923, 0.613, 3.367], [-2.561, 2.556, 3.070], [-1.999, 6.649, 2.971], [-0.553, 6.179, 2.013], [-1.343, 5.230, 3.394], [-0.516, 3.461, -0.489]]}


# 2
{"formula": "C51H82FN6O27S", "method": "ωB97M-V with the def2-TZVPD basis set", "orbital_gap_ev": 7.652, "total_charge": 1, "mol_weight_g_mol": 1262.30, "species": ["C", "C", "C", "C", "C", "C", "C", "C", "C", "N", "C", "C", "O", "C", "C", "C", "C", "F", "N", "C", "C", "C", "C", "C", "N", "C", "N", "C", "C", "O", "C", "C", "S", "C", "N", "N", "C", "O", "H", "H", "H", "H", "H", "H", "H", "H", "H", "H", "H", "H", "H", "H", "H", "H", "H", "H", "H", "H", "H", "H", "H", "H", "H", "H", "H", "H", "H", "H", "H", "H", "H", "H", "H", "H", "H", "H", "H", "H", "H", "H", "H", "H", "H", "H", "H", "H", "H", "H", "C", "C", "O", "C", "O", "O", "H", "H", "H", "H", "C", "C", "O", "C", "O", "O", "H", "H", "H", "H", "C", "C", "O", "C", "O", "O", "H", "H", "H", "H", "C", "C", "O", "C", "O", "O", "H", "H", "H", "H", "C", "C", "O", "C", "O", "O", "H", "H", "H", "H", "C", "C", "O", "C", "O", "O", "H", "H", "H", "H", "C", "C", "O", "C", "O", "O", "H", "H", "H", "H", "C", "C", "O", "C", "O", "O", "H", "H", "H", "H"], "xyz": [[0.379, -5.863, -1.563], [1.190, -5.564, -0.162], [0.746, -4.016, 0.292], [0.947, -3.715, 1.886], [1.874, -2.478, 2.361], [1.437, -1.122, 1.567], [-0.088, -0.960, 1.040], [-0.695, 0.585, 1.120], [0.375, 1.738, 0.655], [-0.434, 2.873, 0.012], [-0.847, 2.516, -1.408], [0.323, 2.360, -2.561], [-2.165, 2.315, -1.675], [1.492, -2.211, 3.972], [-0.020, -1.621, 4.248], [-0.278, -1.297, 5.871], [-0.430, 0.354, 6.096], [0.046, 0.744, 7.466], [1.556, -3.531, 4.692], [2.852, -4.275, 4.526], [3.508, -4.824, 5.959], [3.863, -3.635, 7.026], [4.029, -4.301, 8.520], [2.754, -3.811, 9.469], [1.420, -3.927, 8.762], [3.890, -3.314, 3.726], [3.401, -2.729, 2.390], [4.189, -1.399, 2.344], [5.821, -1.576, 2.557], [6.749, -1.435, 1.607], [3.921, -3.663, 1.335], [3.945, -3.136, -0.209], [5.703, -3.280, -0.946], [6.291, -1.616, -1.578], [7.471, -1.200, -2.428], [7.320, 0.196, -2.474], [6.143, 0.807, -1.725], [5.527, -0.417, -1.182], [-0.766, -6.066, -1.426], [0.554, -4.937, -2.268], [0.889, -6.792, -2.109], [0.759, -6.297, 0.648], [2.338, -5.681, -0.339], [-0.425, -3.996, 0.052], [1.192, -3.191, -0.432], [-0.160, -3.584, 2.319], [1.277, -4.776, 2.328], [2.098, -0.873, 0.604], [1.649, -0.212, 2.310], [-0.891, -1.639, 1.579], [-0.109, -1.243, -0.114], [-1.669, 0.589, 0.436], [-1.071, 0.743, 2.221], [1.170, 1.323, -0.097], [0.877, 2.170, 1.648], [-1.320, 2.984, 0.570], [0.414, 1.218, -2.817], [0.016, 3.032, -3.471], [1.347, 2.671, -2.062], [2.174, -1.351, 4.447], [-0.893, -2.336, 3.942], [-0.169, -0.540, 3.762], [-1.242, -1.834, 6.286], [0.621, -1.616, 6.548], [-1.499, 0.753, 5.837], [0.347, 0.865, 5.348], [1.409, -3.469, 5.720], [2.728, -5.267, 3.872], [4.535, -5.352, 5.667], [2.781, -5.613, 6.429], [4.882, -3.145, 6.723], [3.032, -2.779, 7.000], [4.081, -5.470, 8.480], [5.052, -3.915, 8.980], [2.899, -2.692, 9.846], [2.753, -4.542, 10.413], [0.881, -4.775, 9.051], [0.848, -3.056, 8.854], [4.166, -2.462, 4.520], [4.884, -3.943, 3.635], [3.797, -0.639, 3.176], [4.132, -0.837, 1.326], [6.230, -1.798, 3.656], [3.398, -4.738, 1.314], [5.063, -3.983, 1.505], [3.277, -3.809, -0.935], [3.622, -2.038, -0.401], [5.813, 1.929, -1.585], [-3.247, 6.073, 0.063], [-2.146, 6.007, -0.945], [-1.557, 7.292, -0.868], [-1.851, 7.790, 0.368], [-1.361, 8.804, 0.837], [-2.764, 7.006, 1.012], [-3.440, 5.105, 0.534], [-4.181, 6.454, -0.363], [-1.390, 5.256, -0.690], [-2.516, 5.810, -1.954], [-6.245, 1.751, 0.539], [-6.616, 2.101, 1.944], [-5.363, 2.223, 2.591], [-4.442, 2.503, 1.622], [-3.291, 2.837, 1.844], [-4.979, 2.362, 0.375], [-6.961, 2.141, -0.190], [-6.139, 0.671, 0.392], [-7.143, 3.059, 2.011], [-7.224, 1.327, 2.419], [-3.334, -5.149, -5.028], [-2.110, -5.958, -4.744], [-1.637, -5.416, -3.526], [-2.707, -4.837, -2.907], [-2.697, -4.422, -1.760], [-3.788, -4.784, -3.738], [-4.098, -5.723, -5.560], [-3.112, -4.240, -5.595], [-2.335, -7.020, -4.595], [-1.356, -5.862, -5.530], [-2.431, -1.461, -7.251], [-1.233, -0.865, -7.915], [-0.152, -1.389, -7.168], [-0.593, -2.544, -6.588], [0.125, -3.344, -6.012], [-1.943, -2.687, -6.738], [-3.253, -1.634, -7.951], [-2.796, -0.850, -6.418], [-1.130, -1.184, -8.957], [-1.237, 0.228, -7.876], [0.907, 1.800, -11.525], [0.305, 2.649, -10.453], [-1.071, 2.664, -10.785], [-1.312, 1.545, -11.529], [-2.423, 1.152, -11.842], [-0.147, 0.924, -11.877], [1.776, 1.238, -11.171], [1.194, 2.381, -12.407], [0.423, 2.211, -9.456], [0.713, 3.663, -10.447], [-0.251, 11.094, -1.224], [-0.647, 10.200, -2.353], [-0.101, 10.846, -3.487], [0.932, 11.620, -3.043], [1.733, 12.184, -3.771], [0.954, 11.680, -1.680], [-0.086, 10.543, -0.294], [-0.983, 11.888, -1.042], [-0.207, 9.201, -2.269], [-1.733, 10.104, -2.447], [-7.192, -2.578, -1.115], [-8.549, -3.195, -1.005], [-9.236, -2.317, -0.134], [-8.613, -1.105, -0.218], [-9.043, -0.074, 0.269], [-7.446, -1.199, -0.920], [-6.733, -2.753, -2.091], [-6.510, -2.926, -0.332], [-9.074, -3.223, -1.966], [-8.514, -4.205, -0.589], [2.658, 5.776, 1.182], [2.076, 6.491, 2.358], [1.625, 5.439, 3.189], [2.354, 4.333, 2.860], [2.347, 3.290, 3.492], [3.094, 4.547, 1.732], [3.495, 6.319, 0.736], [1.912, 5.571, 0.406], [2.824, 7.077, 2.903], [1.247, 7.147, 2.077]]}


# 3
{"formula": "C21H35FN6O7S2", "method": "ωB97M-V with the def2-TZVPD basis set", "smiles": "COCCCCCCCCCc1cnc2ccc(S(C)(=O)=O)c(S(=O)(=O)F)c2n1.NC(N)=O.NC(N)=O", "orbital_gap_ev": 6.747, "mol_weight_g_mol": 566.68, "species": ["C", "O", "C", "C", "C", "C", "C", "C", "C", "C", "C", "C", "C", "N", "C", "C", "C", "C", "S", "C", "O", "O", "C", "S", "O", "O", "F", "C", "N", "H", "H", "H", "H", "H", "H", "H", "H", "H", "H", "H", "H", "H", "H", "H", "H", "H", "H", "H", "H", "H", "H", "H", "H", "H", "H", "H", "N", "C", "N", "O", "H", "H", "H", "H", "N", "C", "N", "O", "H", "H", "H", "H"], "xyz": [[-1.631, 1.763, 3.860], [-3.089, 1.779, 4.068], [-3.662, 0.425, 3.944], [-3.555, -0.181, 2.394], [-3.144, -1.770, 2.511], [-2.563, -2.429, 1.120], [-1.069, -1.885, 0.698], [-0.209, -3.230, 0.234], [1.356, -2.870, -0.182], [2.200, -2.541, 1.186], [3.307, -1.315, 1.011], [2.568, 0.068, 0.449], [1.463, 0.872, 1.334], [0.687, 2.103, 0.953], [1.113, 2.483, -0.438], [0.334, 3.809, -1.096], [0.633, 4.411, -2.590], [1.813, 3.662, -3.509], [2.141, 4.433, -5.186], [1.589, 6.253, -5.136], [1.271, 3.773, -6.324], [3.626, 4.455, -5.621], [2.601, 2.314, -2.910], [3.871, 1.536, -4.046], [3.373, 1.375, -5.536], [4.352, 0.121, -3.621], [5.318, 2.518, -4.098], [2.234, 1.766, -1.374], [2.974, 0.541, -0.916], [-1.074, 2.513, 4.580], [-1.456, 2.113, 2.732], [-1.141, 0.701, 3.945], [-4.813, 0.527, 4.211], [-3.169, -0.359, 4.664], [-2.811, 0.417, 1.715], [-4.633, -0.024, 1.918], [-4.131, -2.365, 2.795], [-2.367, -1.951, 3.394], [-2.522, -3.606, 1.301], [-3.343, -2.211, 0.250], [-0.516, -1.297, 1.546], [-1.217, -1.251, -0.296], [-0.234, -4.027, 1.122], [-0.775, -3.656, -0.710], [1.830, -3.818, -0.701], [1.344, -2.011, -0.977], [1.513, -2.225, 2.087], [2.803, -3.524, 1.456], [4.155, -1.609, 0.225], [3.851, -1.029, 2.010], [1.223, 0.418, 2.413], [-0.493, 4.380, -0.453], [0.030, 5.336, -2.977], [1.446, 6.656, -4.031], [0.579, 6.391, -5.713], [2.404, 6.971, -5.624], [5.545, -6.446, 1.836], [5.020, -5.693, 0.853], [5.909, -5.276, -0.067], [3.834, -5.410, 0.800], [6.519, -6.690, 1.897], [4.910, -6.781, 2.549], [5.556, -4.706, -0.824], [6.890, -5.499, -0.040], [-7.583, 2.281, 0.794], [-7.123, 1.136, 0.259], [-7.923, 0.595, -0.677], [-6.064, 0.629, 0.595], [-8.453, 2.713, 0.531], [-7.011, 2.721, 1.503], [-7.614, -0.267, -1.106], [-8.799, 0.998, -0.967]]}


# 4
{"formula": "C9H14", "method": "ωB97M-V with the def2-TZVPD basis set", "smiles": "Cc1ccccc1.CC", "orbital_gap_ev": 10.165, "mol_weight_g_mol": 122.21, "species": ["C", "C", "C", "C", "C", "C", "C", "H", "H", "H", "H", "H", "H", "H", "H", "C", "C", "H", "H", "H", "H", "H", "H"], "xyz": [[-1.267, 1.034, 0.758], [0.145, 1.281, 0.169], [0.913, 0.288, -0.350], [2.238, 0.577, -0.809], [2.646, 1.879, -0.853], [1.868, 2.906, -0.297], [0.643, 2.577, 0.234], [-1.284, 1.940, 1.392], [-1.474, 0.012, 1.146], [-2.103, 1.160, -0.024], [0.623, -0.748, -0.495], [2.721, -0.416, -0.901], [3.672, 1.906, -1.191], [2.275, 3.846, -0.573], [0.059, 3.390, 0.798], [-1.071, -3.065, -0.432], [-1.871, -2.388, 0.713], [-0.903, -4.109, -0.308], [-1.729, -3.003, -1.418], [-0.087, -2.529, -0.485], [-2.403, -1.385, 0.332], [-1.149, -2.010, 1.473], [-2.463, -3.144, 1.121]]}